Density functional theory data (the ωB97M-V functional and the def2-TZVPD basis) for a structure of composition C17H35AlBBeBrCl2F2O13P in a non-equilibrium geometry.

Structure (XYZ):
```
74
C17H35AlBBeBrCl2F2O13P, DFT the ωB97M-V functional and the def2-TZVPD basis
C 0.9727 2.7156 2.0649
O 0.6955 2.9205 0.6994
C 0.1726 1.7875 0.0183
C -1.2156 2.0484 -0.5424
C -2.3996 1.9707 0.4420
C -2.4532 0.6972 1.3020
C -3.4989 -0.3589 0.8764
C -2.8991 -1.3398 -0.1229
C -1.7744 -2.1643 0.4927
C -0.6737 -2.4573 -0.5145
C 0.6348 -3.0457 0.0434
C 1.6180 -1.8865 0.2145
O 3.0126 -2.3254 -0.0607
P 4.0754 -1.2087 -0.0524
O 3.6618 0.1197 0.3550
O 5.2636 -1.8764 1.0740
C 4.5880 -1.7430 2.4357
C 4.8513 -0.3858 3.1740
O 5.3666 0.6835 2.4054
O 4.8304 -1.2736 -1.4218
C 6.0233 -0.4765 -1.5174
O 5.5814 0.8390 -1.6850
O 6.1970 1.6148 -0.6392
H 0.9867 3.6885 2.5506
H 0.2044 2.1161 2.5583
H 1.9514 2.2377 2.2182
H 0.2147 0.9153 0.6789
H 0.8459 1.5668 -0.8167
H -1.1919 3.0668 -0.9317
H -1.3855 1.4014 -1.4064
H -3.3037 1.9972 -0.1679
H -2.4453 2.8603 1.0652
H -1.4794 0.2126 1.3467
H -2.7026 0.9880 2.3218
H -4.3247 0.1566 0.3819
H -3.9424 -0.8428 1.7487
H -3.6507 -2.0137 -0.5561
H -2.5094 -0.7637 -0.9628
H -2.2790 -3.1637 0.8301
H -1.3550 -1.6984 1.3815
H -0.4746 -1.4884 -0.9732
H -1.0796 -3.0714 -1.3188
H 1.0480 -3.7705 -0.6542
H 0.4836 -3.5533 0.9950
H 1.5565 -1.4471 1.2071
H 1.3936 -1.1398 -0.5387
H 4.9998 -2.5711 3.0002
H 3.5244 -1.9503 2.3754
H 3.8933 -0.0581 3.5614
H 5.5422 -0.5879 3.9909
H 6.2139 0.4444 2.0103
H 6.6516 -0.5496 -0.6331
H 6.5935 -0.8025 -2.3810
H 5.8570 2.4960 -0.8479
C 2.3486 -1.9461 -3.9840
Cl 1.5547 -3.4145 -4.5266
Cl 1.1879 -0.7935 -3.2709
H 3.0801 -2.2078 -3.2294
H 2.8207 -1.4602 -4.8296
Be -3.4239 -4.2584 0.7310
B -6.5899 3.7979 -1.8460
O -8.0805 3.4436 -1.6558
C -8.2762 2.4564 -0.8827
O -9.2476 1.9034 -0.5085
C -6.7548 1.9481 -0.3892
O -6.5857 1.0251 0.3427
O -5.9167 2.7141 -0.9459
F -6.3205 5.0140 -1.3516
F -6.2135 3.5963 -3.1207
O -6.0517 -1.3352 -1.4172
H -5.7916 -0.7582 -2.1441
H -6.1787 -0.7403 -0.6683
Br 7.0733 -1.9705 1.8024
Al 4.8987 3.4552 0.8196
```

Its charge is +3. The value obtained for the molar mass is 714.04 g mol⁻¹. Its multiplicity is 1. The max |F| is 2.60 eV Å⁻¹. The value obtained for the total energy is -5963.125715 Ha. The value obtained for the LUMO energy is -12.8332 eV. For the HOMO energy, the calculation gives -14.785 eV.